{"formula": "C2H2ClNS", "method": "ωB97M-V/def2-TZVPD", "total_energy_ev": -26947.333, "lumo_energy_ev": -2.1487, "orbital_gap_ev": 6.282, "e_above_lowest_kj_mol": 532.4, "homo_ev": -8.43, "total_charge": 0, "species": ["C", "C", "N", "S", "Cl", "H", "H"], "coordinates": [[0.186528, -0.000816, -0.285232], [1.656545, 0.643483, -0.077014], [-0.975897, 0.180024, 0.230662], [-3.091502, -0.408950, 0.087013], [2.759779, -0.477360, 0.166095], [0.493548, -0.755484, -1.102635], [-1.029002, 0.819105, 0.981108]], "atomic_forces_ev_per_a": [[2.11, -1.01, -0.34], [-4.23, 1.70, -0.22], [-0.16, -1.26, -1.60], [2.60, 0.48, -0.09], [1.32, -1.76, 0.50], [-1.75, 0.89, 0.78], [0.10, 0.96, 0.98]], "lowdin_charge": [-0.26, -0.51, -0.20, 0.07, 0.74, 0.12, 0.04]}